No. 1
{"formula": "C24H32BF4N5O5PdS", "method": "ωB97M-V/def2-TZVPD", "homo_energy_ha": [0.033, 0.033], "e_lumo_ev": [3.91, 3.91], "orbital_gap_ev": [3.0, 3.0], "charge": -2, "species": ["Pd", "O", "C", "C", "C", "C", "C", "N", "C", "O", "N", "C", "C", "C", "C", "N", "C", "C", "C", "H", "H", "H", "H", "H", "H", "H", "H", "H", "H", "H", "H", "H", "C", "C", "C", "S", "O", "C", "C", "C", "H", "H", "H", "H", "H", "H", "H", "H", "H", "H", "H", "H", "H", "H", "F", "B", "F", "F", "F", "C", "N", "C", "C", "C", "O", "N", "C", "O", "H", "H", "H", "H", "H"], "coordinates": [[-0.10, 1.91, 0.69], [-0.10, 1.91, 2.28], [1.78, -6.25, -0.97], [0.42, -5.65, -1.19], [0.27, -4.36, -1.71], [-1.00, -3.81, -1.90], [-2.14, -4.54, -1.56], [-3.46, -4.05, -1.72], [-3.91, -2.82, -2.07], [-4.93, -2.74, -2.76], [-3.28, -1.69, -1.69], [-2.61, -1.37, -0.49], [-2.59, -2.18, 0.64], [-1.90, -1.76, 1.78], [-1.26, -0.54, 1.75], [-1.26, 0.28, 0.69], [-1.95, -0.14, -0.40], [-2.00, -5.84, -1.06], [-0.73, -6.39, -0.87], [2.57, -5.55, -1.25], [1.90, -7.15, -1.57], [1.92, -6.50, 0.09], [1.15, -3.77, -1.98], [-1.06, -2.83, -2.34], [-4.17, -4.76, -1.84], [-3.57, -0.89, -2.25], [-3.13, -3.12, 0.68], [-1.88, -2.38, 2.67], [-0.70, -0.18, 2.62], [-1.93, 0.55, -1.24], [-2.87, -6.43, -0.80], [-0.64, -7.40, -0.47], [4.14, 2.64, 3.36], [4.49, 1.58, 2.32], [4.07, 1.97, 0.91], [2.26, 1.91, 0.69], [1.89, 3.03, -0.24], [2.18, 0.37, -0.29], [2.43, -0.87, 0.56], [2.20, -2.14, -0.24], [4.52, 2.34, 4.34], [3.06, 2.78, 3.45], [4.59, 3.61, 3.10], [4.04, 0.63, 2.62], [5.58, 1.44, 2.33], [4.55, 1.32, 0.17], [4.39, 3.00, 0.69], [2.88, 0.44, -1.13], [1.17, 0.33, -0.71], [1.77, -0.87, 1.43], [3.46, -0.88, 0.93], [1.16, -2.20, -0.60], [2.39, -3.02, 0.38], [2.86, -2.19, -1.11], [-0.10, 1.91, -1.22], [-0.10, 1.91, -2.67], [0.92, 0.99, -3.16], [-1.41, 1.48, -3.16], [0.18, 3.25, -3.16], [-0.95, 7.17, 0.41], [-1.56, 5.87, 0.56], [-2.91, 5.75, 0.69], [-3.46, 4.55, 0.82], [-2.58, 3.36, 0.82], [-3.14, 2.27, 0.94], [-1.27, 3.53, 0.69], [-0.72, 4.74, 0.55], [0.50, 4.91, 0.43], [-1.69, 7.97, 0.43], [-0.40, 7.21, -0.53], [-0.24, 7.33, 1.23], [-3.51, 6.65, 0.69], [-4.52, 4.38, 0.93]], "mulliken_charge": [-1.11, -1.06, -1.59, 0.75, -0.62, -0.19, 0.22, -0.02, 0.32, -0.77, 0.01, -0.24, -0.27, -1.21, -0.43, 1.05, -0.29, -0.64, -0.67, 0.32, 0.41, 0.32, 0.48, 0.58, 0.24, 0.25, 0.43, 0.40, 0.43, 0.40, 0.33, 0.36, -1.29, -0.06, -1.10, 1.68, -0.66, -0.02, -0.17, -1.04, 0.39, 0.32, 0.29, 0.13, 0.40, 0.27, 0.49, 0.60, -0.60, 0.21, 0.27, -0.16, 0.39, 0.38, 0.04, 0.66, -0.42, -0.41, -0.38, -1.00, 0.29, 0.18, -1.23, 0.59, -0.68, 0.38, 0.27, -0.67, 0.30, 0.28, 0.26, 0.24, 0.38]}


No. 2
{"formula": "C24H32BMgN10OS", "method": "ωB97M-V/def2-TZVPD", "homo_energy_ha": [-0.505, -0.505], "e_lumo_ev": [-5.15, -10.21], "s2": 0.75, "orbital_gap_ev": [8.6, 3.5], "spin_multiplicity": 2, "charge": 2, "species": ["Mg", "C", "C", "N", "N", "C", "B", "N", "C", "C", "C", "N", "N", "C", "C", "C", "N", "N", "C", "C", "C", "N", "H", "H", "H", "H", "H", "H", "H", "H", "H", "H", "H", "H", "C", "C", "N", "C", "C", "C", "O", "C", "C", "C", "C", "N", "C", "H", "H", "H", "H", "H", "H", "H", "H", "H", "H", "H", "H", "H", "H", "C", "S", "C", "H", "H", "H", "H", "H", "H"], "coordinates": [[-0.64, -0.25, -0.07], [2.69, -2.26, -1.85], [2.11, -1.78, -0.68], [1.01, -1.08, -0.95], [0.87, -1.07, -2.30], [1.86, -1.79, -2.85], [-0.35, -0.35, -3.02], [-0.49, 1.12, -2.49], [-0.65, 2.22, -3.24], [-0.85, 3.31, -2.41], [-0.81, 2.77, -1.13], [-0.59, 1.46, -1.16], [-1.64, -1.16, -2.60], [-2.56, -1.81, -3.33], [-3.55, -2.29, -2.48], [-3.15, -1.86, -1.22], [-2.00, -1.18, -1.28], [-0.07, -0.31, -4.48], [1.02, 0.27, -5.07], [0.82, 0.26, -6.42], [-0.44, -0.34, -6.59], [-0.98, -0.68, -5.44], [3.60, -2.82, -1.97], [2.45, -1.89, 0.34], [1.91, -1.90, -3.92], [-0.62, 2.16, -4.31], [-1.01, 4.33, -2.70], [-0.92, 3.28, -0.18], [-2.45, -1.86, -4.40], [-4.44, -2.83, -2.75], [-3.67, -1.96, -0.27], [1.83, 0.65, -4.48], [1.49, 0.64, -7.18], [-0.97, -0.55, -7.51], [1.23, 4.09, 2.35], [0.39, 3.73, 3.57], [1.10, 2.90, 4.54], [2.17, 3.54, 5.34], [3.55, 3.08, 4.93], [0.78, 1.64, 4.86], [1.28, 1.01, 5.78], [-0.24, 0.89, 4.04], [-1.29, 0.25, 4.69], [-2.15, -0.56, 3.97], [-1.90, -0.76, 2.63], [-0.87, -0.19, 1.99], [-0.07, 0.64, 2.69], [0.65, 4.71, 1.66], [1.58, 3.21, 1.82], [2.11, 4.66, 2.64], [-0.52, 3.21, 3.27], [0.07, 4.64, 4.08], [1.98, 3.32, 6.38], [2.05, 4.62, 5.20], [3.67, 2.01, 5.10], [4.31, 3.60, 5.52], [3.75, 3.29, 3.88], [-1.42, 0.40, 5.76], [-2.99, -1.05, 4.44], [-2.55, -1.39, 2.03], [0.76, 1.09, 2.15], [-2.00, -5.17, -0.11], [-0.60, -4.13, -0.35], [0.62, -5.23, -0.98], [-1.80, -5.81, 0.76], [-2.15, -5.81, -0.98], [-2.87, -4.54, 0.08], [0.27, -5.61, -1.95], [0.73, -6.08, -0.29], [1.54, -4.67, -1.10]], "mulliken_charge": [1.29, -1.41, -0.33, -1.21, 1.07, 0.05, 0.31, 1.26, -0.09, -1.23, -0.04, -1.43, 1.12, 0.02, -1.32, -0.45, -0.83, 0.39, -0.37, -0.98, -0.34, -1.02, 0.53, 0.48, 0.60, 0.44, 0.46, 0.53, 0.59, 0.49, 0.60, 0.59, 0.48, 0.48, -0.92, -0.77, 0.18, -0.77, -1.06, 0.46, -0.60, -0.37, -0.39, -0.99, 0.06, -0.21, 0.40, 0.39, 0.17, 0.37, 0.42, 0.38, 0.41, 0.41, 0.31, 0.38, 0.28, 0.56, 0.46, 0.30, 0.47, -1.04, 0.63, -0.94, 0.47, 0.40, 0.32, 0.38, 0.46, 0.25]}


No. 3
{"formula": "C24H32ClN3Re", "method": "ωB97M-V/def2-TZVPD", "homo_energy_ha": [0.045, 0.056], "e_lumo_ev": [4.63, 4.65], "s2": 3.91, "orbital_gap_ev": [3.4, 3.1], "spin_multiplicity": 4, "charge": -2, "species": ["Re", "Cl", "C", "C", "C", "C", "C", "C", "H", "H", "H", "H", "C", "H", "H", "H", "C", "N", "H", "N", "H", "C", "C", "C", "H", "H", "H", "H", "H", "H", "C", "H", "H", "H", "C", "C", "H", "H", "C", "H", "C", "H", "H", "H", "H", "H", "C", "H", "C", "N", "C", "C", "C", "C", "C", "C", "H", "H", "H", "H", "H"], "coordinates": [[-0.07, -0.75, 0.33], [-0.97, -1.74, 2.30], [1.43, 0.66, -0.20], [1.69, 0.58, -1.58], [2.86, 1.05, -2.20], [3.89, 1.64, -1.50], [3.71, 1.69, -0.12], [2.52, 1.28, 0.52], [0.98, 0.08, -2.23], [2.93, 0.95, -3.26], [4.51, 2.08, 0.50], [2.44, 1.37, 1.59], [5.11, 2.19, -2.12], [5.99, 2.11, -1.52], [5.09, 3.26, -2.32], [5.41, 1.77, -3.08], [-4.06, 0.57, -0.68], [-2.86, 0.89, -0.10], [-4.55, -0.79, -2.29], [-2.47, -0.58, -1.69], [-5.04, 0.94, -0.38], [-2.89, 1.67, 1.17], [-3.87, 2.85, 1.04], [-3.41, 0.72, 2.26], [-4.94, 2.56, 1.00], [-3.76, 3.48, 1.94], [-3.66, 3.48, 0.17], [-1.58, 2.66, 2.50], [-1.27, 3.05, 0.78], [-2.70, -0.12, 2.34], [-1.53, 2.24, 1.48], [-4.41, 0.33, 2.03], [-3.42, 1.25, 3.22], [-0.73, 1.47, 1.47], [-3.82, -0.34, -1.64], [-2.24, -2.96, -1.63], [-3.27, -3.06, -1.30], [-1.96, -3.85, -2.18], [-1.98, -1.72, -2.45], [-0.14, -2.57, -3.12], [-2.67, -1.78, -3.81], [-2.62, -0.83, -4.35], [-1.62, -2.95, -0.73], [0.04, -1.48, -1.77], [-3.74, -2.04, -3.76], [-2.19, -2.53, -4.44], [-0.51, -1.62, -2.72], [-0.26, -0.85, -3.45], [-1.85, 0.05, -0.60], [1.43, -1.85, 1.02], [2.29, -1.77, 2.02], [1.96, -0.80, 3.03], [2.90, -0.36, 3.95], [4.14, -1.02, 4.07], [4.46, -2.00, 3.14], [3.59, -2.38, 2.15], [0.95, -0.37, 3.10], [2.64, 0.47, 4.60], [4.84, -0.67, 4.84], [5.43, -2.45, 3.25], [3.82, -3.16, 1.42]], "mulliken_charge": [-0.04, -0.70, 0.64, -0.09, -0.90, 0.93, -0.77, -0.21, -0.21, 0.30, 0.29, 0.26, -1.60, 0.37, 0.26, 0.36, -0.55, 0.42, 0.26, 0.57, 0.31, 1.40, -2.00, -1.02, 0.37, 0.45, 0.41, 0.53, 0.32, -0.03, -1.28, 0.29, 0.44, -0.05, -0.59, -1.47, 0.32, 0.49, 1.53, 0.56, -2.09, 0.42, 0.17, 0.32, 0.46, 0.42, -1.69, 0.29, 0.15, -0.91, 0.78, -0.29, -0.44, -0.66, -0.17, -0.78, 0.23, 0.32, 0.27, 0.34, 0.29]}


What did the third record say?
{"formula": "C24H32ClN3Re", "method": "ωB97M-V/def2-TZVPD", "homo_energy_ha": [0.045, 0.056], "e_lumo_ev": [4.63, 4.65], "s2": 3.91, "orbital_gap_ev": [3.4, 3.1], "spin_multiplicity": 4, "charge": -2, "species": ["Re", "Cl", "C", "C", "C", "C", "C", "C", "H", "H", "H", "H", "C", "H", "H", "H", "C", "N", "H", "N", "H", "C", "C", "C", "H", "H", "H", "H", "H", "H", "C", "H", "H", "H", "C", "C", "H", "H", "C", "H", "C", "H", "H", "H", "H", "H", "C", "H", "C", "N", "C", "C", "C", "C", "C", "C", "H", "H", "H", "H", "H"], "coordinates": [[-0.07, -0.75, 0.33], [-0.97, -1.74, 2.30], [1.43, 0.66, -0.20], [1.69, 0.58, -1.58], [2.86, 1.05, -2.20], [3.89, 1.64, -1.50], [3.71, 1.69, -0.12], [2.52, 1.28, 0.52], [0.98, 0.08, -2.23], [2.93, 0.95, -3.26], [4.51, 2.08, 0.50], [2.44, 1.37, 1.59], [5.11, 2.19, -2.12], [5.99, 2.11, -1.52], [5.09, 3.26, -2.32], [5.41, 1.77, -3.08], [-4.06, 0.57, -0.68], [-2.86, 0.89, -0.10], [-4.55, -0.79, -2.29], [-2.47, -0.58, -1.69], [-5.04, 0.94, -0.38], [-2.89, 1.67, 1.17], [-3.87, 2.85, 1.04], [-3.41, 0.72, 2.26], [-4.94, 2.56, 1.00], [-3.76, 3.48, 1.94], [-3.66, 3.48, 0.17], [-1.58, 2.66, 2.50], [-1.27, 3.05, 0.78], [-2.70, -0.12, 2.34], [-1.53, 2.24, 1.48], [-4.41, 0.33, 2.03], [-3.42, 1.25, 3.22], [-0.73, 1.47, 1.47], [-3.82, -0.34, -1.64], [-2.24, -2.96, -1.63], [-3.27, -3.06, -1.30], [-1.96, -3.85, -2.18], [-1.98, -1.72, -2.45], [-0.14, -2.57, -3.12], [-2.67, -1.78, -3.81], [-2.62, -0.83, -4.35], [-1.62, -2.95, -0.73], [0.04, -1.48, -1.77], [-3.74, -2.04, -3.76], [-2.19, -2.53, -4.44], [-0.51, -1.62, -2.72], [-0.26, -0.85, -3.45], [-1.85, 0.05, -0.60], [1.43, -1.85, 1.02], [2.29, -1.77, 2.02], [1.96, -0.80, 3.03], [2.90, -0.36, 3.95], [4.14, -1.02, 4.07], [4.46, -2.00, 3.14], [3.59, -2.38, 2.15], [0.95, -0.37, 3.10], [2.64, 0.47, 4.60], [4.84, -0.67, 4.84], [5.43, -2.45, 3.25], [3.82, -3.16, 1.42]], "mulliken_charge": [-0.04, -0.70, 0.64, -0.09, -0.90, 0.93, -0.77, -0.21, -0.21, 0.30, 0.29, 0.26, -1.60, 0.37, 0.26, 0.36, -0.55, 0.42, 0.26, 0.57, 0.31, 1.40, -2.00, -1.02, 0.37, 0.45, 0.41, 0.53, 0.32, -0.03, -1.28, 0.29, 0.44, -0.05, -0.59, -1.47, 0.32, 0.49, 1.53, 0.56, -2.09, 0.42, 0.17, 0.32, 0.46, 0.42, -1.69, 0.29, 0.15, -0.91, 0.78, -0.29, -0.44, -0.66, -0.17, -0.78, 0.23, 0.32, 0.27, 0.34, 0.29]}